Formula: C20H60O14PdSSr
Source: the OMol25 dataset
Level of theory: ωB97M-V/def2-TZVPD

Output
<S²> ... 2.00
HOMO-LUMO gap (alpha / beta) ... 0.223 / 0.213 Eh
Largest force on an atom ... 3.4 eV Å⁻¹
LUMO energy (alpha / beta) ... -7.56 / -7.82 eV
2S+1 ... 3
HOMO energy (alpha / beta) ... -13.6198 / -13.6181 eV
Net charge ... +2

Last column: Löwdin charge in e.
Element x y z (Å)
Sr: -2.329 -0.951 3.933  1.77
Pd: -2.488 1.707 0.484  1.18
S: -0.315 -0.027 0.855  0.35
O: -0.624 1.008 -0.184  -0.37
O: -0.350 -1.340 0.239  -0.29
O: 0.917 0.259 1.549  -0.28
O: -1.478 0.203 1.759  -0.53
C: 2.877 -4.139 -1.576  -0.06
C: 2.163 -3.236 -0.571  -0.31
O: 0.897 -3.821 -0.211  -0.11
H: 2.146 -4.322 -2.362  0.07
H: 3.141 -5.076 -1.096  0.08
H: 3.709 -3.563 -1.976  0.08
H: 1.965 -2.264 -1.037  0.09
H: 2.756 -3.061 0.329  0.10
H: 0.296 -3.100 0.016  0.01
C: -1.293 -2.407 -4.718  -0.09
C: -0.709 -2.665 -3.366  -0.28
O: -1.204 -1.654 -2.450  -0.11
H: -1.060 -3.226 -5.404  0.09
H: -0.928 -1.500 -5.204  0.08
H: -2.382 -2.322 -4.789  0.07
H: 0.373 -2.546 -3.461  0.10
H: -0.843 -3.693 -3.027  0.12
H: -0.638 -1.743 -1.669  0.03
C: -2.413 3.728 -3.145  -0.05
C: -1.824 3.912 -1.772  -0.24
O: -2.842 3.539 -0.784  -0.18
H: -3.190 4.476 -3.314  0.09
H: -2.722 2.702 -3.332  0.07
H: -1.680 3.902 -3.939  0.10
H: -1.444 4.892 -1.472  0.13
H: -0.957 3.269 -1.594  0.09
H: -3.522 4.218 -0.887  0.11
C: -2.843 4.959 2.291  -0.06
C: -1.419 4.394 2.236  -0.25
O: -1.205 3.248 1.377  -0.20
H: -3.051 5.429 1.330  0.07
H: -2.763 5.742 3.045  0.09
H: -3.599 4.249 2.621  0.07
H: -1.187 4.091 3.263  0.12
H: -0.715 5.164 1.916  0.13
H: -0.266 3.034 1.632  0.05
C: 2.260 0.228 -3.441  -0.07
C: 2.300 1.132 -2.201  -0.31
O: 1.133 1.914 -2.086  -0.09
H: 1.935 0.796 -4.318  0.08
H: 1.473 -0.528 -3.367  0.05
H: 3.249 -0.184 -3.639  0.08
H: 3.202 1.748 -2.245  0.11
H: 2.383 0.471 -1.328  0.09
H: 0.524 1.471 -1.478  0.01
C: 3.090 4.025 3.009  -0.06
C: 2.180 3.522 1.867  -0.25
O: 1.132 2.765 2.491  -0.12
H: 3.336 3.193 3.669  0.07
H: 2.534 4.705 3.656  0.07
H: 4.001 4.485 2.629  0.08
H: 2.833 2.977 1.179  0.12
H: 1.750 4.341 1.288  0.11
H: 1.141 1.837 2.169  0.04
C: -2.866 -4.400 0.297  -0.04
C: -2.280 -4.023 1.660  -0.28
O: -2.283 -2.611 1.866  -0.23
H: -3.942 -4.209 0.289  0.08
H: -2.695 -5.441 0.037  0.09
H: -2.471 -3.743 -0.483  0.07
H: -1.269 -4.429 1.777  0.11
H: -2.861 -4.487 2.462  0.12
H: -1.840 -2.212 1.092  0.04
C: -4.309 -0.373 -3.180  -0.05
C: -4.368 -0.226 -1.688  -0.25
O: -3.182 0.461 -1.192  -0.18
H: -3.360 -0.866 -3.417  0.05
H: -4.294 0.573 -3.720  0.09
H: -5.106 -1.022 -3.536  0.10
H: -4.334 -1.198 -1.174  0.11
H: -5.318 0.129 -1.282  0.12
H: -2.428 0.031 -1.641  0.08
C: 5.711 0.804 0.734  -0.06
C: 4.626 0.248 1.663  -0.29
O: 3.593 -0.360 0.879  -0.11
H: 6.499 0.083 0.539  0.08
H: 6.103 1.756 1.092  0.07
H: 5.253 1.036 -0.230  0.07
H: 4.146 0.921 2.382  0.10
H: 5.084 -0.537 2.278  0.11
H: 2.730 -0.139 1.240  0.01
C: 0.591 -3.737 4.759  -0.06
C: 1.337 -2.603 4.054  -0.21
O: 0.300 -1.644 3.635  -0.23
H: 0.083 -3.451 5.683  0.08
H: 1.365 -4.466 5.003  0.10
H: -0.166 -4.075 4.052  0.06
H: 1.689 -2.959 3.082  0.13
H: 2.129 -2.129 4.630  0.13
H: 0.716 -1.072 2.968  0.03

Formula: C20H60O20
Source: the OMol25 dataset
Level of theory: ωB97M-V/def2-TZVPD

Output
HOMO-LUMO gap ... 0.377 Eh
Largest force on an atom ... 5.2 eV Å⁻¹
LUMO energy ... 0.36 eV
HOMO energy ... -9.9074 eV
Net charge ... 0

Last column: Löwdin charge in e.
Element x y z (Å)
O: 11.884 9.245 14.791  -0.08
C: 12.955 10.144 15.212  -0.20
C: 14.295 9.452 15.072  -0.19
O: 14.393 8.419 16.102  -0.09
H: 11.905 8.437 15.337  0.06
H: 12.936 11.103 14.711  0.11
H: 12.847 10.546 16.258  0.13
H: 15.057 10.281 15.261  0.14
H: 14.381 9.003 14.115  0.10
H: 15.311 8.250 16.322  0.08
O: 12.506 6.407 16.915  -0.07
C: 12.534 5.275 16.053  -0.16
C: 12.387 5.828 14.592  -0.17
O: 11.011 6.311 14.481  -0.09
H: 13.362 6.724 17.032  0.01
H: 13.493 4.861 15.999  0.10
H: 11.658 4.715 16.154  0.08
H: 12.523 4.928 13.966  0.11
H: 13.121 6.613 14.291  0.12
H: 10.893 6.794 13.660  0.03
O: 9.108 9.763 14.575  -0.10
C: 9.231 11.116 13.999  -0.16
C: 8.030 11.443 13.035  -0.25
O: 8.305 10.805 11.812  -0.10
H: 9.989 9.541 14.790  0.00
H: 9.240 11.780 14.844  0.10
H: 10.106 11.219 13.240  0.15
H: 8.043 12.473 12.789  0.10
H: 7.054 11.210 13.477  0.12
H: 8.024 9.831 11.904  0.09
O: 9.439 2.696 15.420  -0.11
C: 9.594 2.801 14.006  -0.22
C: 8.327 3.209 13.343  -0.24
O: 7.469 3.932 14.213  -0.07
H: 9.211 3.613 15.790  0.10
H: 10.430 3.546 13.804  0.12
H: 9.936 1.823 13.693  0.12
H: 7.785 2.398 12.886  0.11
H: 8.605 3.938 12.526  0.12
H: 7.310 3.367 14.969  0.08
O: 12.649 6.338 19.567  -0.10
C: 12.491 7.521 20.345  -0.20
C: 12.944 8.722 19.567  -0.21
O: 12.068 9.109 18.508  -0.08
H: 12.033 6.369 18.809  0.07
H: 11.493 7.663 20.632  0.10
H: 13.167 7.371 21.211  0.14
H: 13.909 8.502 19.065  0.12
H: 13.089 9.644 20.183  0.14
H: 12.114 8.457 17.812  0.04
O: 12.853 3.609 19.868  -0.11
C: 11.778 2.679 19.523  -0.17
C: 11.620 2.545 17.994  -0.29
O: 10.716 1.537 17.752  -0.06
H: 12.485 4.464 20.142  0.06
H: 12.051 1.629 19.786  0.13
H: 10.901 2.993 20.103  0.13
H: 12.609 2.391 17.592  0.11
H: 11.164 3.548 17.710  0.11
H: 10.374 1.696 16.834  0.08
O: 7.520 8.008 12.839  -0.07
C: 8.158 6.768 12.614  -0.24
C: 9.373 6.978 11.722  -0.24
O: 10.350 7.922 12.155  -0.06
H: 7.810 8.347 13.685  0.06
H: 8.526 6.371 13.621  0.12
H: 7.510 5.984 12.115  0.14
H: 8.936 7.236 10.718  0.13
H: 9.952 6.054 11.633  0.12
H: 9.836 8.699 12.389  0.05
O: 9.605 7.615 18.482  -0.05
C: 9.152 7.576 17.161  -0.28
C: 8.277 6.395 17.072  -0.20
O: 9.033 5.170 17.291  -0.09
H: 9.990 8.485 18.655  0.08
H: 8.501 8.400 16.871  0.12
H: 9.932 7.562 16.464  0.08
H: 7.850 6.324 16.030  0.13
H: 7.515 6.482 17.856  0.13
H: 9.395 5.348 18.199  0.10
O: 15.987 3.915 12.318  -0.08
C: 15.743 2.665 11.590  -0.24
C: 14.590 1.791 12.049  -0.27
O: 14.812 1.236 13.337  -0.08
H: 16.084 3.654 13.245  0.07
H: 15.481 3.036 10.564  0.13
H: 16.607 1.936 11.486  0.13
H: 14.499 1.023 11.276  0.12
H: 13.690 2.382 12.121  0.11
H: 15.529 0.562 13.295  0.10
O: 15.425 4.339 19.836  -0.07
C: 15.759 4.015 18.460  -0.22
C: 16.322 5.302 17.956  -0.24
O: 15.364 6.347 18.037  -0.08
H: 14.560 3.973 20.026  0.02
H: 16.415 3.207 18.386  0.09
H: 14.897 3.714 17.798  0.12
H: 16.547 5.117 16.848  0.14
H: 17.208 5.552 18.539  0.12
H: 14.831 6.334 18.831  0.05

Formula: C20H61N5O10
Source: the OMol25 dataset
Level of theory: ωB97M-V/def2-TZVPD

Output
HOMO-LUMO gap ... 0.312 Eh
Largest force on an atom ... 11.2 eV Å⁻¹
LUMO energy ... -0.31 eV
HOMO energy ... -8.8040 eV
Net charge ... 0

Last column: Löwdin charge in e.
Element x y z (Å)
N: 3.868 2.509 1.318  0.38
H: 3.521 3.132 0.728  0.06
H: 3.384 1.659 1.459  0.12
H: 4.276 2.820 2.181  0.15
H: 4.689 2.199 0.824  0.14
C: 0.859 1.138 0.316  -0.66
O: 0.731 1.681 1.479  -0.05
O: -0.219 0.489 -0.157  0.10
O: 1.917 1.177 -0.429  -0.07
H: -0.943 0.664 0.425  0.07
C: -1.520 0.204 -5.039  -0.05
C: -0.654 0.689 -3.879  -0.43
C: -1.001 1.995 -3.373  -0.24
O: -0.922 3.029 -4.343  -0.14
C: -1.348 4.322 -3.752  -0.07
N: -0.920 -0.459 -2.965  0.09
H: -2.731 0.253 -4.741  0.15
H: -1.138 -0.652 -5.507  0.05
H: -1.537 0.990 -5.695  0.02
H: 0.389 0.615 -3.935  0.11
H: -0.242 2.070 -2.590  0.11
H: -2.122 2.024 -3.080  0.16
H: -1.226 5.007 -4.497  0.05
H: -0.829 4.775 -2.980  0.05
H: -2.306 4.460 -3.282  0.08
H: -1.748 -0.373 -2.590  -0.05
H: -0.307 -0.315 -2.194  0.03
C: -4.086 -0.059 -0.326  -0.05
C: -4.182 -1.498 -0.915  -0.47
C: -5.346 -2.325 -0.498  -0.27
O: -5.222 -2.639 0.828  -0.13
C: -6.053 -3.675 1.287  -0.08
N: -4.071 -1.291 -2.345  0.01
H: -4.992 0.613 -0.574  0.11
H: -3.282 0.459 -0.756  0.03
H: -4.063 0.089 0.780  0.08
H: -3.282 -2.108 -0.779  0.14
H: -5.313 -3.262 -1.250  0.16
H: -6.274 -1.786 -0.746  0.13
H: -6.362 -3.501 2.336  0.11
H: -5.614 -4.482 1.306  -0.01
H: -7.005 -3.805 0.796  0.10
H: -4.797 -0.706 -2.625  0.04
H: -4.024 -2.349 -2.760  0.16
C: 5.720 -1.777 -1.946  -0.05
C: 4.801 -0.631 -2.355  -0.38
C: 3.363 -0.961 -2.770  -0.16
O: 3.489 -1.598 -4.042  -0.19
C: 2.336 -2.089 -4.715  -0.07
N: 4.777 0.257 -1.209  0.07
H: 5.702 -2.266 -2.839  0.04
H: 5.542 -2.501 -1.086  0.11
H: 6.592 -1.371 -1.638  0.04
H: 5.358 -0.097 -3.042  0.12
H: 2.657 -0.103 -2.699  0.12
H: 2.801 -1.609 -2.081  0.13
H: 2.054 -3.001 -4.068  0.12
H: 2.443 -2.399 -5.685  0.05
H: 1.578 -1.402 -4.676  0.04
H: 4.503 -0.400 -0.490  0.08
H: 4.012 0.690 -1.218  -0.10
C: -0.995 -4.591 6.212  -0.05
C: 0.455 -4.298 5.546  -0.37
C: 0.699 -2.775 5.275  -0.18
O: -0.366 -2.404 4.358  -0.24
C: -0.450 -1.014 4.106  -0.12
N: 1.492 -4.874 6.406  0.03
H: -1.753 -4.098 5.538  0.08
H: -1.167 -4.326 7.186  0.02
H: -1.135 -5.715 6.287  0.09
H: 0.620 -4.924 4.384  0.21
H: 1.657 -2.683 4.747  0.12
H: 0.405 -2.150 6.074  0.11
H: 0.341 -0.646 3.275  0.12
H: -0.387 -0.338 4.907  0.06
H: -1.336 -0.984 3.480  0.08
H: 1.471 -4.305 7.246  0.08
H: 2.326 -4.915 6.071  -0.02
C: -2.440 2.890 1.503  -0.19
O: -1.829 1.772 2.029  -0.17
H: -3.474 2.836 1.429  0.06
H: -1.797 3.422 0.793  0.09
H: -2.249 3.639 2.239  0.06
H: -0.846 1.738 1.751  0.02
C: 2.230 3.820 -2.442  -0.06
O: 3.283 2.949 -1.801  -0.17
H: 1.269 3.457 -2.295  0.02
H: 2.414 3.785 -3.561  0.11
H: 2.362 4.718 -1.900  0.06
H: 2.734 2.356 -1.305  -0.05
C: 1.908 3.915 3.887  -0.13
O: 2.258 4.712 2.747  -0.16
H: 2.648 3.392 4.019  -0.03
H: 1.046 3.358 3.593  0.06
H: 1.518 4.526 4.844  0.14
H: 1.410 5.230 2.476  0.13

E_tot list, top to bottom, in eV: -65513.967, -62657.749, -49641.517
Relative energy (zero: lowest compared OMol25 entry of this formula, charge and spin) list, top to bottom, in kJ/mol: 119.4, 154.1, 1207.6